1.
Molecular formula: C25H36N3Os
Method: DFT, the ωB97M-V functional and the def2-TZVPD basis

Each line ends with the Löwdin charge.
Atoms and positions in Å:
Os: 1.051 -0.175 0.279  1.4640
C: 1.127 0.637 3.244  -0.0367
N: 1.698 -0.342 2.277  -0.3733
C: 1.272 -1.716 2.717  -0.0266
C: 3.195 -0.257 2.321  -0.1402
C: 3.746 -0.881 1.066  -0.1413
N: 3.102 -0.236 -0.131  -0.3534
C: 3.589 1.187 -0.225  -0.0220
C: 3.593 -0.960 -1.341  -0.0202
H: 1.525 0.429 4.238  0.1254
H: 0.045 0.527 3.270  0.0955
H: 1.402 1.648 2.951  0.1033
H: 1.688 -1.906 3.707  0.1240
H: 1.633 -2.474 2.024  0.0905
H: 0.187 -1.759 2.762  0.1009
H: 3.562 -0.764 3.214  0.1562
H: 3.473 0.793 2.400  0.1300
H: 3.533 -1.950 1.020  0.1302
H: 4.828 -0.754 1.003  0.1563
H: 4.672 1.193 -0.098  0.1256
H: 3.131 1.810 0.542  0.0953
H: 3.334 1.591 -1.197  0.0969
H: 4.661 -0.766 -1.446  0.1265
H: 3.081 -0.614 -2.233  0.0919
H: 3.449 -2.029 -1.218  0.0870
C: -2.648 -0.212 -2.057  0.0458
N: -3.238 -0.228 -0.680  -0.1439
C: -4.527 -1.001 -0.680  0.0391
C: -2.246 -0.664 0.387  -0.0694
C: -1.429 -1.873 0.019  -0.2444
C: -2.025 -3.126 -0.016  -0.0080
C: -1.315 -4.259 -0.409  0.0008
C: 0.016 -4.144 -0.769  -0.0167
C: 0.643 -2.905 -0.691  -0.0857
C: -0.049 -1.771 -0.275  -0.2412
H: -3.391 0.186 -2.743  0.1251
H: -2.399 -1.233 -2.332  0.1175
H: -1.760 0.412 -2.059  0.0720
H: -3.480 0.735 -0.437  0.1801
H: -4.338 -1.996 -1.071  0.1042
H: -5.228 -0.483 -1.329  0.1212
H: -4.921 -1.047 0.332  0.1184
H: -2.831 -0.818 1.294  0.1508
H: -1.614 0.213 0.547  0.0771
H: -3.061 -3.236 0.282  0.1273
H: -1.808 -5.222 -0.434  0.1357
H: 0.574 -5.010 -1.099  0.1333
H: 1.687 -2.845 -0.961  0.0803
C: -2.630 4.188 0.246  -0.0223
C: -2.029 3.437 1.272  -0.0247
C: -1.038 2.529 0.987  -0.0644
C: -0.596 2.326 -0.338  -0.1977
C: 0.447 1.404 -0.708  -0.2633
C: 0.834 1.294 -2.044  -0.0994
C: 0.176 2.003 -3.061  -0.0319
C: -0.806 2.896 -2.722  0.0306
C: -1.209 3.084 -1.372  -0.1589
C: -2.223 4.015 -1.050  0.0111
H: -3.399 4.910 0.486  0.1300
H: -2.334 3.593 2.298  0.1270
H: -0.566 1.994 1.800  0.0722
H: 1.658 0.656 -2.331  0.0755
H: 0.484 1.880 -4.091  0.1326
H: -1.286 3.490 -3.490  0.1426
H: -2.668 4.597 -1.848  0.1356

The value obtained for the LUMO energy is -0.3825 hartree. The calculation puts the HOMO energy at -17.0577 eV. The total charge is +3. As for the gap between HOMO and LUMO: 6.65 eV.

---

2.
Molecular formula: C25H36O6
Method: DFT, the ωB97M-V functional and the def2-TZVPD basis

Each line ends with the Löwdin charge.
Atoms and positions in Å:
C: -2.827 -5.323 0.709  -0.1085
C: -2.205 -4.021 0.223  -0.2494
H: -1.510 -4.222 -0.593  0.1130
H: -1.642 -3.559 1.038  0.1109
C: -3.273 -3.041 -0.273  -0.0944
C: -2.622 -1.813 -0.873  -0.4800
O: -1.795 -1.852 -1.744  0.1249
O: -3.105 -0.717 -0.280  0.0393
C: -2.731 0.644 -0.577  -0.2589
C: -3.834 1.457 0.096  -0.2982
O: -4.233 2.514 -0.332  0.1166
C: -4.448 0.877 1.350  -0.1778
O: -5.251 1.816 2.000  -0.0356
H: -5.400 2.541 1.369  0.0871
H: -5.043 0.002 1.046  0.1393
H: -3.670 0.524 2.034  0.1282
C: -2.641 0.978 -2.084  -0.0527
H: -3.366 1.753 -2.328  0.1186
H: -2.883 0.089 -2.663  0.1213
C: -1.202 1.434 -2.373  -0.1000
H: -0.869 1.073 -3.343  0.1192
H: -1.124 2.521 -2.362  0.1211
C: -0.414 0.811 -1.225  -0.2313
C: 1.032 1.234 -0.983  -0.2200
C: 1.854 0.966 -2.242  -0.1264
C: 3.338 1.227 -2.004  -0.1210
C: 3.852 0.460 -0.828  -0.1567
C: 4.961 -0.282 -0.928  0.0456
C: 5.625 -0.939 0.195  -0.4063
O: 6.563 -1.695 0.057  0.0791
C: 5.084 -0.540 1.548  -0.0973
C: 3.568 -0.399 1.501  -0.1286
H: 3.208 -0.115 2.490  0.1206
H: 3.145 -1.377 1.251  0.1333
C: 3.088 0.634 0.465  -0.3787
C: 3.390 2.054 0.972  -0.0062
H: 3.049 2.174 1.994  0.0809
H: 2.893 2.802 0.364  0.0820
H: 4.461 2.239 0.932  0.0932
C: 1.579 0.379 0.173  -0.1418
H: 1.519 -0.663 -0.170  0.1665
C: 0.688 0.428 1.437  -0.3009
O: 0.856 1.649 2.121  -0.0290
H: 0.229 1.684 2.851  0.1111
C: -0.797 0.143 1.120  -0.0417
C: -1.318 1.036 -0.003  -0.3260
C: -1.362 2.499 0.450  0.0129
H: -0.367 2.849 0.698  0.0830
H: -1.779 3.138 -0.323  0.0961
H: -1.983 2.601 1.339  0.1029
H: -0.877 -0.905 0.828  0.1241
H: -1.379 0.280 2.037  0.1250
H: 1.016 -0.390 2.102  0.1421
H: 5.382 -1.281 2.291  0.1233
H: 5.548 0.411 1.822  0.1261
H: 5.455 -0.397 -1.884  0.1212
H: 3.910 0.971 -2.897  0.1196
H: 3.485 2.294 -1.811  0.1280
H: 1.501 1.600 -3.056  0.1192
H: 1.717 -0.075 -2.543  0.1355
H: 1.086 2.295 -0.736  0.1464
H: -0.393 -0.266 -1.417  0.1361
H: -3.860 -3.522 -1.058  0.1334
H: -3.938 -2.743 0.537  0.1223
H: -2.055 -5.999 1.067  0.0710
H: -3.366 -5.813 -0.097  0.0741
H: -3.523 -5.134 1.524  0.0733

The value obtained for the LUMO energy is 0.0130 hartree. The calculation puts the HOMO energy at -9.2601 eV. The total charge is 0. As for the gap between HOMO and LUMO: 9.62 eV. The SMILES is CCCC(=O)O[C@]1(C(=O)CO)CC[C@H]2[C@@H]3CCC4=CC(=O)CC[C@]4(C)[C@H]3[C@@H](O)C[C@@]21C.

---

3.
Molecular formula: C25H37EuO2
Method: DFT, the ωB97M-V functional and the def2-TZVPD basis

Each line ends with the Löwdin charge.
Atoms and positions in Å:
O: -0.738 1.343 -3.735  -0.1731
C: 0.581 1.813 -4.215  -0.1863
C: 0.109 3.263 -4.116  -0.0640
H: 0.796 1.468 -5.239  0.0922
H: 1.395 1.498 -3.553  0.0549
C: -1.337 2.686 -3.975  -0.5039
H: 0.347 3.838 -5.006  0.1024
H: 0.473 3.731 -3.177  0.1187
C: -2.208 2.492 -5.220  -0.0319
H: -1.627 2.309 -6.124  0.0757
H: -2.879 3.335 -5.404  0.0729
H: -2.843 1.598 -5.078  0.0962
C: -2.213 3.205 -2.837  -0.0123
H: -1.636 3.816 -2.147  0.0754
H: -2.667 2.382 -2.259  0.0777
H: -3.014 3.818 -3.287  0.0790
Eu: 0.548 -1.183 -2.382  1.3166
C: 0.877 0.474 0.170  -0.2261
C: 2.104 -0.229 0.300  -0.2178
C: 3.044 0.395 -0.554  -0.2095
H: 2.302 -1.069 0.964  0.0699
C: 2.351 1.322 -1.374  -0.2514
C: 1.003 1.397 -0.902  -0.2443
H: 0.222 2.112 -1.170  0.0739
H: 0.037 0.406 0.850  0.0469
H: 4.122 0.290 -0.478  0.0669
H: 2.788 1.903 -2.180  0.0595
C: -1.989 -1.001 0.948  -0.3469
C: -2.282 0.166 0.002  -0.1572
C: -2.496 -0.326 -1.265  -0.2091
H: -2.322 1.209 0.324  0.0852
C: -1.935 -1.675 -1.336  -0.3440
C: -1.458 -2.008 -0.072  -0.1961
H: -0.872 -2.892 0.206  0.0695
H: -2.989 -1.374 1.291  0.1286
H: -3.042 0.137 -2.087  0.0681
H: -1.943 -2.292 -2.250  0.0492
O: 0.607 -1.779 -4.534  -0.4254
C: 0.120 -1.352 -5.878  -0.1475
C: 0.723 -2.315 -6.887  -0.1851
H: 0.442 -0.318 -6.042  0.0911
H: -0.967 -1.434 -5.813  0.1156
C: 1.657 -3.273 -6.109  -0.1980
H: 1.284 -1.738 -7.625  0.0988
H: -0.062 -2.857 -7.425  0.1010
C: 1.553 -2.932 -4.615  -0.2370
H: 2.696 -3.162 -6.456  0.1004
H: 1.362 -4.301 -6.328  0.0936
H: 2.517 -2.613 -4.198  0.0778
H: 1.137 -3.784 -4.061  0.0665
C: -0.357 0.430 5.521  -0.0771
C: 0.283 -0.455 4.450  -0.6207
C: 1.603 0.196 4.030  -0.0622
C: 0.553 -1.817 5.098  -0.0709
C: -0.606 -0.616 3.248  0.0212
C: -1.239 -0.779 2.225  0.0216
H: 0.329 0.508 6.376  0.0772
H: -1.291 -0.016 5.881  0.0810
H: -0.556 1.439 5.149  0.0843
H: 2.229 0.403 4.907  0.0776
H: 2.170 -0.449 3.352  0.0737
H: 1.406 1.146 3.522  0.0907
H: -0.388 -2.243 5.466  0.0814
H: 1.010 -2.529 4.399  0.0869
H: 1.233 -1.689 5.951  0.0782

The multiplicity is 8. The value obtained for the LUMO energy (alpha / beta) is 0.0926 / 0.0887 hartree. The calculation puts the HOMO energy (alpha / beta) at -0.3307 / -2.8546 eV. The total charge is -1. As for the gap between HOMO and LUMO (alpha / beta): 2.85 / 5.27 eV.

---

- Look up the total charge of the second one.
  0

---

- The lowest total charge belongs to which entry?
  C25H37EuO2

---

- What is the formula in the third record?
  C25H37EuO2